Entry 1:
Formula: CH5N2S
Source: the Open Molecules 2025 dataset
Level of theory: wB97M-V/def2-TZVPD

Values from the calculation:
ΔE to the lowest compared entry with this formula, charge and spin ... 40.9 kcal per mole
HOMO energy ... -0.5106 Eh
Net charge ... +1
Structure (SMILES) ... [NH3+]/C=N/S

Cartesian coordinates (Å):
N1 -0.95345 -0.03538 0.03128
C1 0.33234 0.64209 -0.05860
N2 1.30725 -0.13412 0.01432
S1 2.95967 0.02130 0.00326
H1 -0.66163 -0.91755 0.53496
H2 -1.58312 0.36131 0.79222
H3 -1.38158 -0.09964 -0.93579
H4 0.52616 1.78073 0.10095
H5 3.30984 -1.33020 0.17621

These are the natural (NBO) partial charges, in e, on atoms 1 to 4: N -0.731; C 0.132; N -0.562; S 0.348

Entry 2:
Formula: C3H9N
Source: the Open Molecules 2025 dataset
Level of theory: wB97M-V/def2-TZVPD

Values from the calculation:
ΔE to the lowest compared entry with this formula, charge and spin ... 17.3 kcal per mole
HOMO energy ... -0.3076 Eh
Structure (SMILES) ... C=CN.C

Cartesian coordinates (Å):
C1 -1.65817 0.01886 -1.66926
C2 -0.51728 0.58869 -1.28623
N1 0.75543 0.04489 -1.38740
H1 -1.70098 -0.96112 -2.12366
H2 -2.58653 0.53680 -1.48429
H3 -0.56412 1.55933 -0.80587
H4 0.85917 -0.69907 -2.06020
H5 1.50816 0.71232 -1.46462
C3 0.80314 -0.36522 2.46206
H6 0.98206 -0.51001 1.39770
H7 -0.07225 -0.94746 2.74477
H8 0.54394 0.68387 2.60474
H9 1.64743 -0.66188 3.07226

These are the natural (NBO) partial charges, in e, on atoms 1 to 4: C -0.524; C 0.010; N -0.818; H 0.190

Entry 3:
Formula: C8H22O17V3
Source: the Open Molecules 2025 dataset
Level of theory: wB97M-V/def2-TZVPD

Values from the calculation:
HOMO energy ... -0.2555 Eh
Net charge ... -1

Cartesian coordinates (Å):
O1 2.42469 -0.56640 3.94437
V1 0.88064 -0.43318 3.62097
O2 0.12124 0.02851 4.93916
O3 -3.39615 -1.53300 3.32630
V2 -2.89511 -1.13095 1.87425
O4 -3.97542 -0.25483 1.18328
O5 1.60369 -3.19352 0.36885
V3 0.17723 -2.57079 0.03301
O6 0.06183 -2.33517 -1.54393
C1 -2.13814 -3.64041 0.93032
O7 -1.41620 -2.99573 1.75431
O8 -1.56142 -4.12961 -0.10795
O9 -3.32315 -3.14654 0.77050
C2 -0.44450 -0.15720 1.21276
O10 -1.27704 -0.48740 0.35426
O11 0.68721 -0.75508 1.27767
O12 -0.92241 0.11613 2.36138
O13 -3.05729 2.10965 2.74644
H1 -2.32833 1.47333 2.76006
H2 -2.64595 2.94275 2.49821
O14 0.45282 -2.53432 3.64653
H3 0.67009 -3.33244 4.13305
H4 -0.22657 -2.80253 2.97110
O15 -3.67958 -1.28250 -1.64243
H5 -4.31261 -0.57013 -1.51078
H6 -2.82635 -0.87585 -1.45148
C3 -1.33305 3.65312 -2.44775
C4 -0.81440 2.23244 -2.31318
C5 -1.54026 1.26592 -3.23565
O16 0.58363 2.25967 -2.59521
H7 -0.82366 4.30284 -1.73819
H8 -2.41426 3.67308 -2.33128
H9 -1.07250 3.97480 -3.46022
H10 -0.91455 1.88724 -1.27583
H11 -1.50558 1.59998 -4.27388
H12 -2.59076 1.12889 -2.96626
H13 -1.09713 0.27101 -3.14490
H14 0.98890 1.43697 -2.30090
C6 4.24980 1.36394 -1.60702
C7 3.48613 0.24427 -0.92998
C8 4.26255 -0.56585 0.09507
O17 2.36337 0.90021 -0.29819
H15 4.89206 0.97623 -2.40015
H16 4.77370 1.95438 -0.85811
H17 3.53766 2.01035 -2.12277
H18 3.05080 -0.50400 -1.61074
H19 3.60682 -1.18467 0.70906
H20 4.74024 0.13041 0.79455
H21 4.99192 -1.20198 -0.40617
H22 1.92539 0.24797 0.26747

These are the Mulliken partial charges, in e, on atoms 1 to 4: O -0.549; V 1.164; O -0.542; O -0.590

Entry 4:
Formula: C22H31BF9N6O9S
Source: the Open Molecules 2025 dataset
Level of theory: wB97M-V/def2-TZVPD

Values from the calculation:
HOMO energy ... -0.4466 Eh
Net charge ... +1

Cartesian coordinates (Å):
C1 -5.43076 0.12834 4.54839
B1 -4.38280 0.20459 3.35540
O1 -4.12319 -0.97936 2.64303
N1 -3.65754 1.44516 2.87555
C2 -4.22687 2.62996 2.48143
C3 -5.68723 3.11045 2.42720
C4 -6.73459 2.08143 1.85446
C5 -6.27610 1.30825 0.55852
C6 -6.83562 -0.18119 0.63799
S1 -8.68249 -0.25527 0.52929
C7 -9.16124 -0.06949 2.27542
N2 -9.93037 0.86632 2.84462
N3 -9.93101 0.55961 4.17554
C8 -9.17421 -0.52083 4.38162
O2 -8.65847 -0.97190 3.18322
N4 -3.13412 3.42769 2.10456
N5 -2.04894 2.74425 2.30317
N6 -2.32259 1.54611 2.77324
C9 -1.28076 0.54805 3.11887
C10 -1.00209 -0.31218 1.82250
O3 -0.92956 -1.49835 1.89318
H1 -5.60686 1.15685 4.94228
H2 -6.37511 -0.33579 4.15241
H3 -5.01859 -0.58894 5.30372
H4 -4.15639 -0.78943 1.68565
H5 -5.69647 4.00872 1.75044
H6 -5.97936 3.48726 3.43854
H7 -6.87790 1.30177 2.65424
H8 -7.68222 2.63877 1.65705
H9 -5.16839 1.21872 0.42599
H10 -6.75024 1.75925 -0.35059
H11 -6.54379 -0.61526 1.62645
H12 -6.42778 -0.80723 -0.20110
H13 -8.98383 -0.96439 5.38058
H14 -0.35407 1.09296 3.44673
H15 -1.57512 -0.07679 4.00377
H16 -0.91771 0.26661 0.85196
C11 1.56710 -1.87269 -0.97478
C12 2.53860 -1.75200 -2.13140
O4 2.51817 -0.42668 -2.69378
C13 3.14529 0.51808 -1.99030
O5 3.70767 0.33649 -0.94759
C14 3.07323 1.86109 -2.71727
F1 1.82263 2.15908 -3.11494
F2 3.84278 1.86372 -3.81752
F3 3.48260 2.87901 -1.95167
H17 0.56192 -1.58141 -1.28860
H18 1.54018 -2.89511 -0.59838
H19 1.84580 -1.21281 -0.15106
H20 2.24064 -2.43175 -2.92999
H21 3.55399 -2.02565 -1.83842
C15 3.80864 -0.07419 -6.36329
C16 4.07557 -0.89108 -7.61089
O6 4.60036 -2.18904 -7.27935
C17 3.71621 -3.07374 -6.81311
O7 2.54764 -2.85747 -6.65875
C18 4.39686 -4.41371 -6.53161
F4 5.52061 -4.26871 -5.80742
F5 4.74275 -5.03840 -7.66957
F6 3.60333 -5.25082 -5.85211
H22 4.71137 -0.00267 -5.75311
H23 3.47415 0.93027 -6.62325
H24 3.04212 -0.53882 -5.74090
H25 4.83442 -0.39522 -8.21632
H26 3.18245 -0.98826 -8.23124
C19 6.71161 1.62849 0.67697
C20 6.35211 0.29386 1.29840
O8 7.51690 -0.36552 1.82468
C21 7.98648 0.11454 2.98008
O9 7.50829 1.03171 3.58350
C22 9.20101 -0.69202 3.44112
F7 10.10583 -0.85042 2.46029
F8 8.84632 -1.92448 3.84928
F9 9.83550 -0.11018 4.46384
H27 7.48281 1.49846 -0.08499
H28 5.83441 2.08956 0.22222
H29 7.11418 2.31803 1.42022
H30 5.94157 -0.36340 0.53190
H31 5.59024 0.39911 2.07374

These are the Mulliken partial charges, in e, on atoms 1 to 4: C -0.506; B -0.342; O -0.441; N 0.710

Entry 5:
Formula: C12H42N10O9
Source: the Open Molecules 2025 dataset
Level of theory: wB97M-V/def2-TZVPD

Values from the calculation:
ΔE to the lowest compared entry with this formula, charge and spin ... 159.9 kcal per mole
HOMO energy ... -0.3207 Eh
Structure (SMILES) ... NC(N)=O.NC(N)=O.NC(N)=O.NC(N)=O.NC(N)=O.CCO.CCO.CCO.CO

Cartesian coordinates (Å):
N1 -2.39874 2.49882 0.78415
C1 -2.20574 3.22382 -0.28285
N2 -1.43074 2.67982 -1.17285
O1 -2.51874 4.60782 -0.29885
H1 -2.82974 3.02682 1.49715
H2 -2.37674 1.52182 0.70215
H3 -1.04774 3.20282 -1.97285
H4 -1.36274 1.64282 -1.17885
N3 1.05126 2.79682 0.11015
C2 1.18026 3.16882 1.34615
N4 0.03326 3.07182 2.00715
O2 2.35626 3.60282 1.90315
H5 1.90726 2.71482 -0.47085
H6 0.09426 2.60182 -0.28085
H7 0.09526 3.31582 3.03115
H8 -0.89974 2.71282 1.65415
N5 2.34826 0.37782 0.88315
C3 1.51426 -0.23218 1.73315
N6 0.37626 0.34382 1.99815
O3 1.82226 -1.47418 2.20415
H9 3.18926 -0.20718 0.77915
H10 2.21726 1.28282 0.37315
H11 -0.36974 -0.16618 2.43715
H12 0.12926 1.26882 1.70415
N7 -0.76374 -0.56718 5.31415
C4 -1.80874 -0.76418 4.55315
N8 -2.25974 -1.99418 4.65615
O4 -2.22174 0.15082 3.61715
H13 -0.24074 0.31682 5.15415
H14 -0.46874 -1.10918 6.17315
H15 -3.02874 -2.19918 4.00415
H16 -2.04774 -2.47618 5.59415
N9 -0.45674 -2.83118 2.59015
C5 -1.01574 -3.72118 1.85615
N10 -0.31774 -4.03618 0.89515
O5 -2.24274 -4.23918 2.18015
H17 -0.95374 -2.59218 3.48015
H18 0.31326 -2.27218 2.43215
H19 -0.48274 -4.70618 0.18315
H20 0.51026 -3.59318 0.66815
C6 1.55426 1.21182 -2.34785
C7 2.99426 1.23382 -2.17385
O6 3.32026 2.45482 -1.64185
H21 1.25626 2.27082 -2.55185
H22 1.04626 0.83282 -1.48585
H23 1.34326 0.53582 -3.25485
H24 3.53326 1.22782 -3.15185
H25 3.52426 0.45682 -1.56385
H26 4.25426 2.51282 -1.55885
C8 2.20126 -2.49118 -2.69285
C9 1.25426 -2.46318 -1.56585
O7 1.87526 -2.78718 -0.35985
H27 1.80826 -2.54018 -3.64485
H28 2.80426 -3.29818 -2.53485
H29 2.91126 -1.68118 -2.62885
H30 0.59526 -3.28318 -1.69885
H31 0.73726 -1.56818 -1.49085
H32 2.53726 -2.16818 -0.13285
C10 -1.32474 -0.36918 -3.77885
C11 -1.64474 1.04382 -3.96885
O8 -1.64274 1.16482 -5.39885
H33 -1.01774 -0.63918 -2.78685
H34 -0.61274 -0.73118 -4.51385
H35 -2.23674 -0.91818 -3.96685
H36 -0.88874 1.64982 -3.55885
H37 -2.70974 1.27282 -3.55485
H38 -0.76174 1.02682 -5.69585
C12 -2.01174 -1.00818 0.11715
O9 -0.96074 -0.11118 -0.25885
H39 -2.14574 -0.80018 1.17815
H40 -1.74174 -2.01318 -0.20885
H41 -2.92674 -0.73118 -0.37185
H42 -0.31274 -0.24318 0.40715

These are the Mulliken partial charges, in e, on atoms 1 to 4: N -0.420; C 0.432; N 0.053; O -0.740

Entry 6:
Formula: C37H41CoN6PSSb
Source: the Open Molecules 2025 dataset
Level of theory: wB97M-V/def2-TZVPD

Values from the calculation:
ΔE to the lowest compared entry with this formula, charge and spin ... 46.4 kcal per mole
HOMO energy (alpha / beta) ... -0.5670 / -0.5706 Eh
⟨S²⟩ ... 3.7612
Net charge ... +3
2S+1 ... 4

Cartesian coordinates (Å):
Co1 0.79168 -0.99497 -0.05906
N1 1.80461 -2.90716 3.30946
C1 2.20783 -1.73889 3.87450
C2 2.58750 -1.47161 5.23028
C3 2.79606 -0.13079 5.53025
C4 2.63450 0.86915 4.48327
C5 2.24153 0.60941 3.21995
C6 1.97186 -0.73663 2.90893
N2 1.45764 -1.30985 1.73973
C7 1.36147 -2.62867 2.03673
C8 0.59738 -3.56521 1.22135
C9 0.12503 -4.83702 1.42202
S1 -0.92813 -5.25542 0.15493
C10 -0.63081 -3.73919 -0.59641
N3 0.17322 -2.93818 0.04618
H1 1.87306 -3.78407 3.79491
H2 2.66217 -2.24458 5.95804
H3 3.10993 0.31720 6.44534
H4 2.71586 1.92082 4.81992
H5 2.00695 1.43175 2.54182
H6 0.43903 -5.49560 2.18947
H7 -1.02287 -3.62521 -1.58591
C11 -4.23595 1.77630 -1.58420
C12 -3.33847 0.89339 -2.43236
C13 -3.58595 0.72863 -3.77438
C14 -2.71630 0.10225 -4.64567
C15 -1.52313 -0.38253 -4.21424
C16 -1.20972 -0.31670 -2.89598
C17 -2.15050 0.28871 -1.93492
Sb1 -1.50758 0.40449 0.08709
C18 -1.61340 2.38428 0.64091
C19 -0.55413 3.23704 0.21938
C20 -0.38561 4.47481 0.76335
C21 -1.32424 5.02560 1.65250
C22 -2.42959 4.23637 2.01518
C23 -2.54990 2.98802 1.56644
C24 -3.72427 2.16559 2.18355
C25 -2.60239 -0.99955 1.31208
C26 -1.98126 -1.09583 2.55047
C27 -2.47000 -1.88157 3.62230
C28 -3.68070 -2.44661 3.32423
C29 -4.40813 -2.29175 2.16146
C30 -3.86320 -1.50807 1.07054
C31 -4.53772 -1.34589 -0.22807
H8 -3.89870 2.78384 -1.64946
H9 -4.15390 1.50690 -0.50392
H10 -5.22638 1.68242 -2.00570
H11 -4.53648 1.10404 -4.24335
H12 -2.88826 0.08003 -5.74686
H13 -0.80178 -0.78061 -4.85644
H14 -0.21684 -0.71553 -2.55242
H15 0.15076 2.90448 -0.56259
H16 0.46025 5.05905 0.40845
H17 -1.15512 6.07080 1.91316
H18 -3.20304 4.68017 2.66591
H19 -3.66143 2.14299 3.31969
H20 -3.82333 1.19071 1.65270
H21 -4.60180 2.73404 2.01327
H22 -1.04617 -0.53486 2.66449
H23 -2.03426 -2.01807 4.61715
H24 -4.24291 -3.02637 4.09280
H25 -5.36068 -2.76811 1.97125
H26 -5.35424 -2.02547 -0.41530
H27 -3.86123 -1.48406 -1.08265
H28 -4.94995 -0.36192 -0.40639
C32 5.25532 -0.54178 -3.09722
N4 5.12220 0.57508 -1.94043
C33 4.49282 1.89126 -2.53898
N5 3.39236 1.56298 -3.31028
C34 3.61805 0.58154 -4.32232
N6 4.01974 -0.71573 -3.75260
C35 3.02427 -1.37550 -3.06781
P1 2.49770 -0.31653 -1.59688
C36 4.18464 0.06528 -0.89573
C37 2.18827 1.27365 -2.50242
H29 5.59355 -1.45965 -2.66091
H30 6.06535 -0.21749 -3.73197
H31 6.03352 0.81971 -1.54064
H32 5.29787 2.32261 -3.17133
H33 4.33423 2.63305 -1.66860
H34 4.41689 0.94593 -4.99347
H35 2.66594 0.35742 -4.85495
H36 3.44598 -2.33834 -2.63351
H37 2.10050 -1.65381 -3.59731
H38 4.65164 -0.83721 -0.47338
H39 4.05479 0.72069 -0.10979
H40 2.10417 2.14118 -1.84156
H41 1.26232 1.15896 -3.13703

These are the Mulliken partial charges, in e, on atoms 1 to 4: Co 0.268; N 0.025; C 0.864; C -1.152

no.,DFT total energy (hartree)
1,-548.47225
2,-174.42545
3,-4429.36867
4,-3184.18265
5,-1707.03847
6,-4124.65704